Molecular formula: CH4IN3
Method: DFT, ωB97M-V/def2-TZVPD

```
9
Properties=species:S:1:pos:R:3:forces:R:3:nbo_charge:R:1
I -1.074 1.749 1.219 -1.891 1.810 -0.164 0.830
N 0.480 -0.562 0.378 0.276 -1.866 0.015 -0.339
N 0.420 0.291 1.315 3.010 -1.612 0.978 -0.433
N -2.074 0.201 1.657 -1.062 -0.298 0.287 -0.588
C 0.558 -0.174 -0.977 -0.220 2.737 -2.952 -0.463
H 0.611 1.006 -0.939 0.130 -2.397 -0.421 0.209
H 1.373 -0.541 -1.724 -1.136 0.241 1.868 0.226
H 0.156 -1.555 0.480 0.007 1.198 0.528 0.353
H -0.450 -0.416 -1.409 0.885 0.187 -0.138 0.205
```
Positions in Å, forces in eV/Å.

orbital gap (alpha / beta): 0.2690 / 0.2913 hartree
spin multiplicity: 3

=====

Molecular formula: CH4IN4
Method: DFT, ωB97M-V/def2-TZVPD

```
10
Properties=species:S:1:pos:R:3:forces:R:3:nbo_charge:R:1
I -2.911 0.149 -0.116 0.255 0.406 -0.020 0.258
N 1.179 -1.787 0.824 -0.042 0.526 3.796 -0.327
N -0.583 1.936 0.330 -0.320 -1.649 -0.438 -0.750
N 1.251 -1.417 -0.273 0.419 -2.857 -0.015 0.308
N 0.673 -0.802 -1.055 -1.425 3.038 -4.251 -0.213
C -0.944 0.811 -0.167 -0.053 -1.668 -0.634 -0.010
H 1.186 -2.710 1.237 0.703 -0.403 -0.602 0.443
H 0.415 1.945 0.413 0.390 1.322 0.435 0.433
H 1.005 -0.586 -2.017 0.081 -0.042 1.017 0.440
H -1.270 2.461 0.822 -0.007 1.327 0.713 0.420
```
Positions in Å, forces in eV/Å.

orbital gap (alpha / beta): 0.2743 / 0.2450 hartree
net charge: +1

=====

Molecular formula: CH4INO
Method: DFT, ωB97M-V/def2-TZVPD

```
8
Properties=species:S:1:pos:R:3:forces:R:3:nbo_charge:R:1
I 0.804 1.160 2.084 0.443 0.373 0.961 0.237
O 0.661 0.107 -0.492 -1.807 -1.622 -0.583 -0.410
N 0.185 1.251 0.157 1.289 1.965 -2.795 -0.492
C -0.387 -0.886 -0.381 -1.336 1.340 4.409 -0.272
H 0.762 1.963 -0.455 -1.318 -1.106 2.324 0.380
H -0.263 -1.446 0.679 -0.575 1.456 -2.111 0.175
H -0.274 -1.617 -1.057 1.085 -2.471 -2.774 0.186
H -1.490 -0.532 -0.535 2.220 0.065 0.570 0.196
```
Positions in Å, forces in eV/Å.

orbital gap: 0.3354 hartree
SMILES: CONI

=====

Molecular formula: CH4INO2
Method: DFT, ωB97M-V/def2-TZVPD

```
9
Properties=species:S:1:pos:R:3:forces:R:3:nbo_charge:R:1
I 4.450 -1.040 0.100 -0.865 0.411 0.137 -0.085
O -1.182 -0.644 -0.522 0.317 -0.812 0.661 -0.704
O 2.291 0.872 -0.795 -0.058 0.117 -0.113 -0.456
N -2.252 0.009 -0.046 -2.213 0.603 -1.375 -0.374
C 2.524 0.142 0.085 0.289 -0.399 0.493 0.365
H -3.072 -0.035 -0.886 2.064 0.688 3.068 0.367
H 1.884 -0.029 0.991 0.566 -0.139 -0.571 0.171
H -2.706 -0.246 0.906 0.675 -0.561 -1.647 0.345
H -1.936 0.971 0.166 -0.775 0.091 -0.654 0.372
```
Positions in Å, forces in eV/Å.

orbital gap: 0.3351 hartree
SMILES: [NH3+][O-].O=CI

=====

Molecular formula: CH4INO2S
Method: DFT, ωB97M-V/def2-TZVPD

```
10
Properties=species:S:1:pos:R:3:forces:R:3:nbo_charge:R:1
I 2.681 -1.310 0.110 0.338 -1.723 -1.039 -0.137
S 0.191 1.576 -0.476 3.303 -0.052 2.253 1.677
O -0.940 2.369 -0.153 -1.364 1.283 -0.095 -0.925
O 1.251 1.619 0.594 -2.046 -0.208 -2.255 -0.954
N -0.854 -0.137 0.113 0.988 0.378 1.990 -0.597
C -1.209 -1.085 -0.604 -0.787 0.044 1.321 0.017
H 2.575 -0.078 1.013 -0.152 1.433 0.973 0.135
H -0.746 -0.969 -1.523 0.015 -0.930 -2.476 0.197
H -1.903 -1.806 -0.186 0.210 -0.581 -0.697 0.198
H -1.046 -0.179 1.112 -0.505 0.356 0.025 0.388
```
Positions in Å, forces in eV/Å.

orbital gap: 0.3616 hartree

=====

Molecular formula: CH4INOS
Method: DFT, ωB97M-V/def2-TZVPD

```
9
Properties=species:S:1:pos:R:3:forces:R:3:nbo_charge:R:1
I -2.905 0.611 0.016 0.594 -0.255 -0.225 -0.070
S -0.606 -0.444 0.128 0.881 -1.333 -0.661 1.329
O -0.540 -1.108 1.425 -0.218 0.613 -0.365 -0.886
N 0.935 -1.596 -1.053 0.139 4.250 2.746 -0.595
C 0.440 1.029 0.221 -0.982 1.357 -0.083 -0.830
H 0.011 1.805 0.911 0.178 -1.056 -0.507 0.252
H 0.669 1.550 -0.751 -0.189 -1.133 0.851 0.266
H 0.751 -2.365 -1.601 -1.554 -2.640 -1.800 0.276
H 1.245 0.518 0.703 1.151 0.199 0.045 0.258
```
Positions in Å, forces in eV/Å.

orbital gap (alpha / beta): 0.2535 / 0.2541 hartree

=====

Molecular formula: CH4INOS
Method: DFT, ωB97M-V/def2-TZVPD

```
9
Properties=species:S:1:pos:R:3:forces:R:3:nbo_charge:R:1
I 2.644 0.416 0.489 0.135 0.152 0.147 -0.059
S 0.464 -0.481 -0.157 -4.196 -4.010 2.578 1.624
O 0.616 -1.001 -1.503 0.230 0.422 0.329 -0.897
N -0.256 -1.466 1.076 1.452 4.691 -2.702 -1.044
C -0.624 1.067 -0.204 0.127 -0.849 -0.023 -0.774
H -1.338 1.039 0.620 0.924 0.163 0.706 0.267
H -1.369 1.051 -1.036 1.439 -0.347 -0.133 0.263
H -0.295 -2.467 0.949 0.843 -0.314 -0.945 0.377
H 0.158 1.842 -0.233 -0.953 0.092 0.043 0.244
```
Positions in Å, forces in eV/Å.

orbital gap (alpha / beta): 0.2872 / 0.2872 hartree
SMILES: C[S@@](=N)(=O)I

=====

Molecular formula: CH4IOP
Method: DFT, ωB97M-V/def2-TZVPD

```
8
Properties=species:S:1:pos:R:3:forces:R:3:nbo_charge:R:1
I -3.012 -0.090 0.089 0.263 0.570 0.263 -0.097
P 1.004 -2.614 0.051 0.249 -0.044 1.287 0.494
O 0.834 -1.288 -0.874 -0.302 -0.823 -1.230 -0.666
C 0.926 -0.065 -0.499 0.481 1.078 0.766 -0.006
H 1.256 0.040 0.515 -0.020 0.568 0.531 0.138
H 1.351 -1.804 1.266 -0.245 -0.896 -0.776 -0.124
H 1.053 0.718 -1.212 -0.209 0.139 -0.580 0.163
H -3.525 -1.447 -0.523 -0.217 -0.592 -0.260 0.099
```
Positions in Å, forces in eV/Å.

orbital gap (alpha / beta): 0.2627 / 0.3038 hartree

=====

Molecular formula: CH4IOP
Method: DFT, ωB97M-V/def2-TZVPD

```
8
Properties=species:S:1:pos:R:3:forces:R:3:nbo_charge:R:1
I 0.384 1.141 2.527 0.995 -0.340 3.980 -0.026
P -0.053 1.449 0.188 -2.396 -0.839 -3.738 0.276
O 0.888 -0.985 0.105 1.724 -1.986 0.739 -0.757
C -0.173 -0.278 -0.492 3.298 0.136 -0.277 -0.345
H 1.303 -1.697 -0.453 -1.030 1.267 0.605 0.479
H 0.157 -0.248 -1.500 -0.729 0.344 -1.526 0.191
H -1.062 -0.835 -0.372 -1.546 0.061 0.239 0.196
H -1.444 1.453 -0.003 -0.316 1.357 -0.022 -0.015
```
Positions in Å, forces in eV/Å.

orbital gap (alpha / beta): 0.2186 / 0.2396 hartree
spin multiplicity: 3

=====

Molecular formula: CH4IPS
Method: DFT, ωB97M-V/def2-TZVPD

```
8
Properties=species:S:1:pos:R:3:forces:R:3:nbo_charge:R:1
I -2.689 1.414 0.272 -0.672 -0.006 -0.307 -0.270
S -0.195 0.964 1.279 -0.515 0.557 1.581 -0.095
P 0.841 -0.703 0.864 0.328 -0.951 -0.101 0.427
C 0.701 -0.488 -0.941 3.663 -0.514 -0.827 -0.990
H -0.811 0.384 2.368 0.550 0.714 -0.334 0.185
H 0.943 -1.515 -1.303 -0.376 0.724 -0.129 0.243
H -0.318 -0.253 -1.100 -0.912 0.492 -0.857 0.250
H 1.529 0.197 -1.440 -2.066 -1.016 0.974 0.251
```
Positions in Å, forces in eV/Å.

orbital gap (alpha / beta): 0.2366 / 0.2531 hartree

=====

Molecular formula: CH4InO
Method: DFT, ωB97M-V/def2-TZVPD

```
7
Properties=species:S:1:pos:R:3:forces:R:3:nbo_charge:R:1
In 1.301 2.610 2.042 0.504 0.388 0.632 1.599
O -0.046 0.421 0.293 -0.955 -1.601 -0.999 -0.240
C -0.285 -0.774 -0.359 -1.483 3.363 0.091 -0.246
H 0.647 -1.448 -0.462 0.553 -1.186 -0.081 0.530
H 0.016 1.145 -0.391 -0.161 -0.081 -0.164 0.569
H -0.651 -0.545 -1.382 0.854 -0.243 -0.564 0.354
H -0.983 -1.410 0.259 0.688 -0.640 1.085 0.433
```
Positions in Å, forces in eV/Å.

orbital gap: 0.1541 hartree
net charge: +3

=====

Molecular formula: CH4N2
Method: DFT, ωB97M-V/def2-TZVPD

```
7
Properties=species:S:1:pos:R:3:forces:R:3:nbo_charge:R:1
N -0.641 0.632 -1.036 0.126 0.031 0.335 -1.020
N 0.315 -0.940 0.408 -0.876 -0.881 0.760 -0.929
C 0.039 0.419 0.140 0.768 0.544 -0.900 -0.113
H -0.929 1.603 -0.995 -0.233 0.222 -0.213 0.284
H 0.190 1.174 0.910 -0.283 -0.327 0.292 0.093
H 1.124 -1.329 0.837 0.674 0.407 -0.044 0.340
H -0.098 -1.560 -0.265 -0.175 0.004 -0.230 0.344
```
Positions in Å, forces in eV/Å.

orbital gap (alpha / beta): 0.1318 / 0.2740 hartree
net charge: -1
spin multiplicity: 2

=====

Values for ΔE to the lowest compared entry with this formula, charge and spin, kcal per mole, ordered as above
71.45, 83.21, 32.20, 30.92, 22.86, 102.71, 40.42, 74.42, 28.23, 53.69, 33.62, 19.13